{
  "formula": "C16H18N6O4",
  "method": "wB97M-V/def2-TZVPD",
  "species": ["C", "C", "N", "C", "C", "N", "C", "C", "O", "C", "C", "O", "C", "C", "C", "N", "C", "O", "C", "C", "C", "C", "N", "N", "N", "O", "H", "H", "H", "H", "H", "H", "H", "H", "H", "H", "H", "H", "H", "H", "H", "H", "H", "H"],
  "coordinates": [[0.41754, 0.05922, -5.99581], [-0.31655, -0.79051, -5.02969], [-0.66293, -0.51814, -3.81384], [-1.30508, -1.67265, -3.43026], [-1.90113, -1.84261, -2.06837], [-2.86413, -0.79275, -1.77806], [-4.12201, -0.87171, -2.50832], [-2.52156, 0.44545, -1.31574], [-3.27101, 1.40140, -1.43702], [-1.22808, 0.66411, -0.61093], [-0.73063, 1.89565, -0.37903], [0.43677, 1.75918, 0.30194], [0.58974, 0.42455, 0.46097], [1.78795, -0.05458, 1.21514], [1.99998, -1.55115, 1.04390], [1.64463, 0.32849, 2.61477], [2.72885, 0.70433, 3.35111], [3.84209, 0.79254, 2.87314], [2.48643, 1.04762, 4.79045], [1.39361, 0.42508, 5.60542], [1.26204, 1.85965, 5.17407], [1.41670, 2.89728, 6.16195], [1.53470, 3.71970, 6.95439], [-0.36125, -0.27204, -0.05428], [-1.36619, -2.58623, -4.34670], [-0.69470, -2.00746, -5.42442], [0.64855, 1.01081, -5.52698], [1.34014, -0.43151, -6.30409], [-0.18918, 0.22727, -6.88499], [-2.40592, -2.80684, -2.02430], [-1.11066, -1.83250, -1.32486], [-4.88465, -0.30858, -1.97947], [-4.02840, -0.45671, -3.51572], [-4.41567, -1.91753, -2.57975], [-1.06501, 2.88719, -0.61962], [2.66386, 0.48616, 0.85436], [2.14061, -1.80130, -0.00704], [2.88690, -1.84975, 1.60042], [1.13702, -2.10700, 1.41086], [0.77725, 0.10094, 3.07169], [3.40599, 1.29510, 5.29957], [0.73670, -0.29846, 5.14291], [1.60398, 0.24181, 6.64857], [0.56271, 2.09644, 4.38367]],
  "homo_energy_ha": -0.354,
  "orbital_gap_ev": 10.0,
  "smiles": "Cc1nc(CN(C)C(=O)c2coc([C@H](C)NC(=O)[C@@H]3C[C@H]3C#N)n2)no1",
  "charge": 0
}